(1)
Entry from the Open Molecules 2025 dataset: a gas-phase ion, C6H15O3SSi (charge -1) (ωB97M-V/def2-TZVPD).

Bonds (Å) are listed after each position.
Geometry (Å):
1 C 2.4486 -0.2188 0.8438  C6 1.479, H12 1.182, H13 1.061, H14 1.046
2 C 2.1034 -2.0478 -0.6479  C6 1.532, H15 1.062, H16 1.072, H17 1.073
3 C -2.9939 2.5403 0.6283  Si10 1.924, H18 1.075, H19 1.092, H20 1.145
4 C 0.1047 -0.7522 -0.0303  C5 1.526, C6 1.519, H21 1.136, H22 1.094
5 C -0.5418 0.6226 0.1152  C4 1.526, Si10 1.883, H23 1.079, H24 1.134
6 C 1.5978 -0.6470 -0.2875  C1 1.479, C2 1.532, C4 1.519, H25 1.107
7 O -3.7674 -1.8921 0.7060  S11 1.460
8 O -2.5919 -1.3820 -1.2868  S11 1.497
9 O -4.7639 -0.2057 -0.7543  S11 1.502
10 Si -2.2783 0.7658 0.8295  C3 1.924, C5 1.883, S11 2.256, H26 1.688
11 S -3.4908 -0.8110 -0.2354  O7 1.460, O8 1.497, O9 1.502, Si10 2.256
12 H 2.1871 -0.9938 1.6971  C1 1.182
13 H 2.0785 0.7602 1.0168  C1 1.061
14 H 3.4631 -0.3293 0.6144  C1 1.046
15 H 2.3300 -2.8047 0.0617  C2 1.062
16 H 2.9478 -1.9264 -1.2973  C2 1.072
17 H 1.2752 -2.4439 -1.2034  C2 1.073
18 H -3.8979 2.4323 1.2007  C3 1.075
19 H -2.2374 3.2652 0.9358  C3 1.092
20 H -3.3140 2.5180 -0.4711  C3 1.145
21 H -0.1611 -1.3560 0.8941  C4 1.136
22 H -0.4766 -1.0926 -0.8919  C4 1.094
23 H -0.6623 0.9333 -0.9110  C5 1.079
24 H 0.1340 1.4153 0.5639  C5 1.134
25 H 1.7202 -0.1223 -1.2547  C6 1.107
26 H -2.3394 0.1682 2.4065  Si10 1.688

Properties
**Multiplicity**: 1
**HOMO level**: -4.75 eV
**SMILES**: CC(C)CC[Si@@H](C)S(=O)(=O)[O-]
**Total charge**: -1
**Frontier orbital gap**: 0.29652 hartree
**Maximum force**: 3.3 eV/A
**Energy above the lowest of the compared OMol25 structures with the same formula, charge and spin**: 0.7789 eV



(2)
Entry from the Open Molecules 2025 dataset: a single C6H15OP molecule (ωB97M-V/def2-TZVPD).

Bonds (Å) are listed after each position.
Geometry (Å):
1 C -2.2484 -0.3410 -0.3735  C5 1.523, O7 1.410, H10 1.063, H11 1.155
2 C -1.7667 2.1133 0.2733  C5 1.605, H12 1.020, H13 1.000, H14 1.018
3 C 2.9762 0.0589 -0.2205  C6 1.495, H15 1.007, H16 1.114, H17 1.074
4 C 1.2522 -1.8530 0.1372  C6 1.524, H18 0.993, H19 1.017, H20 1.092
5 C -1.1846 0.6246 0.1305  C1 1.523, C2 1.605, P8 1.856, H21 1.128
6 C 1.6025 -0.3706 0.1843  C3 1.495, C4 1.524, P8 1.923, H22 1.229
7 O -2.0217 -1.5655 0.2888  C1 1.410, H9 0.933
8 P 0.3832 0.6862 -0.8612  C5 1.856, C6 1.923, H23 1.501
9 H -2.3930 -2.2772 -0.1872  O7 0.933
10 H -3.2642 -0.0913 -0.1843  C1 1.063
11 H -2.2937 -0.3253 -1.5272  C1 1.155
12 H -2.1107 2.4929 -0.6090  C2 1.020
13 H -1.1430 2.7418 0.7377  C2 1.000
14 H -2.6076 2.1091 0.8467  C2 1.018
15 H 3.1230 1.0447 -0.3621  C3 1.007
16 H 3.6928 -0.2935 0.5557  C3 1.114
17 H 3.2405 -0.3186 -1.1910  C3 1.074
18 H 1.8431 -2.5287 0.5616  C4 0.993
19 H 1.2021 -2.1394 -0.8369  C4 1.017
20 H 0.2488 -2.0265 0.5306  C4 1.092
21 H -0.9383 0.3493 1.1963  C5 1.128
22 H 1.5307 -0.1419 1.3895  C6 1.229
23 H 0.8767 2.0517 -0.4792  P8 1.501

Properties
**Multiplicity**: 1
**HOMO level**: -8.62 eV
**SMILES**: CC(C)P[C@@H](C)CO
**Frontier orbital gap**: 0.35050 hartree
**Maximum force**: 4.5 eV/A
**Energy above the lowest of the compared OMol25 structures with the same formula, charge and spin**: 2.2317 eV



(3)
Entry from the Open Molecules 2025 dataset: 2 unconnected molecules or ions with the total composition C6H16 (ωB97M-V/def2-TZVPD).

Bonds (Å) are listed after each position.
Geometry (Å):
1 C -0.6798 -0.7750 -1.3326  C2 1.532, C3 1.527, H4 1.094, H5 1.094
2 C -1.5358 -1.6359 -2.2676  C1 1.532, H6 1.087, H7 1.092, H9 1.090
3 C 0.8219 -1.0164 -1.4696  C1 1.527, H8 1.095, H10 1.096, H11 1.090
4 H -0.9221 -0.8997 -0.2732  C1 1.094
5 H -0.9199 0.2862 -1.4500  C1 1.094
6 H -0.9967 -2.5342 -2.5578  C2 1.087
7 H -2.5121 -1.7833 -1.8011  C2 1.092
8 H 1.1975 -1.5238 -0.5753  C3 1.095
9 H -1.7270 -1.0883 -3.1910  C2 1.090
10 H 1.3633 -0.0639 -1.4851  C3 1.096
11 H 1.1806 -1.6371 -2.2904  C3 1.090
12 C 0.7800 1.2637 1.2678  C13 1.538, C14 1.523, H15 1.086, H16 1.092
13 C 0.8643 -0.0837 2.0056  C12 1.538, H17 1.094, H18 1.095, H20 1.086
14 C -0.3086 2.2263 1.7231  C12 1.523, H19 1.092, H21 1.090, H22 1.105
15 H 0.6522 1.0571 0.2097  C12 1.086
16 H 1.7519 1.7549 1.3471  C12 1.092
17 H 1.6834 -0.7149 1.6480  C13 1.094
18 H 1.1112 0.0969 3.0574  C13 1.095
19 H -0.4511 2.4234 2.7881  C14 1.092
20 H -0.0689 -0.6396 1.9905  C13 1.086
21 H -1.2784 2.0497 1.2580  C14 1.090
22 H -0.0058 3.2378 1.3984  C14 1.105

Properties
**Multiplicity**: 2
**HOMO level (spin up / spin down)**: 1.52 / -7.45 eV
**Total charge**: -1
**Expectation value of S²**: 0.750
**Frontier orbital gap (spin up / spin down)**: 0.09406 / 0.42419 hartree
**Maximum force**: 1.3 eV/A
**Energy above the lowest of the compared OMol25 structures with the same formula, charge and spin**: 0.3366 eV



(4)
Entry from the Open Molecules 2025 dataset: 2 unconnected molecules or ions with the total composition C6H16 (ωB97M-V/def2-TZVPD).

Bonds (Å) are listed after each position.
Geometry (Å):
1 C -4.3523 1.8889 -1.5323  C2 1.512, H4 1.089, H5 1.091, H6 1.101
2 C -4.8602 2.3802 -0.1960  C1 1.512, C3 1.558, H7 1.086, H8 1.094
3 C -5.0230 3.9295 -0.1882  C2 1.558, H9 1.102, H10 1.096, H11 1.079
4 H -5.0308 2.1216 -2.3518  C1 1.089
5 H -4.3150 0.7989 -1.4922  C1 1.091
6 H -3.4281 2.4265 -1.7936  C1 1.101
7 H -4.2273 2.0710 0.6303  C2 1.086
8 H -5.8770 2.0476 0.0317  C2 1.094
9 H -5.9715 4.2196 0.2912  C3 1.102
10 H -4.1615 4.3669 0.3289  C3 1.096
11 H -5.0387 4.3243 -1.1926  C3 1.079
12 C 3.8146 -3.7256 0.9624  C13 1.527, H15 1.105, H16 1.077, H17 1.083
13 C 5.1740 -3.0444 0.8265  C12 1.527, C14 1.552, H18 1.104, H19 1.097
14 C 5.2864 -1.5705 0.3524  C13 1.552, H20 1.084, H21 1.102, H22 1.077
15 H 3.2221 -3.4275 0.0784  C12 1.105
16 H 3.3129 -3.4535 1.8754  C12 1.077
17 H 3.9134 -4.7996 0.8584  C12 1.083
18 H 5.8355 -3.7334 0.2724  C13 1.104
19 H 5.6280 -3.0208 1.8245  C13 1.097
20 H 6.1231 -1.5892 -0.3366  C14 1.084
21 H 4.4511 -1.3842 -0.3424  C14 1.102
22 H 5.5243 -0.8263 1.0933  C14 1.077

Properties
**Multiplicity**: 1
**HOMO level**: -11.13 eV
**SMILES**: CCC.CCC
**Frontier orbital gap**: 0.45646 hartree
**Maximum force**: 2.6 eV/A
**Energy above the lowest of the compared OMol25 structures with the same formula, charge and spin**: 0.8540 eV



(5)
Entry from the Open Molecules 2025 dataset: 2 unconnected molecules or ions with the total composition C6H16 (ωB97M-V/def2-TZVPD).

Bonds (Å) are listed after each position.
Geometry (Å):
1 C 1.3269 -1.3713 0.2474  C2 1.440, C3 1.647, H4 1.128, H5 1.216
2 C 2.2162 -0.4545 -0.4186  C1 1.440, H6 1.127, H10 1.152, H11 1.130
3 C 0.4752 -2.1138 -0.9513  C1 1.647, H7 1.116, H8 1.116, H9 1.105
4 H 1.9164 -2.0500 0.9290  C1 1.128
5 H 0.4194 -0.8937 0.9009  C1 1.216
6 H 1.6031 0.3803 -0.8639  C2 1.127
7 H 1.2460 -2.6712 -1.5359  C3 1.116
8 H -0.3076 -2.7634 -0.4917  C3 1.116
9 H 0.1714 -1.3512 -1.6909  C3 1.105
10 H 3.1485 -0.1729 0.1972  C2 1.152
11 H 2.6665 -0.9639 -1.3208  C2 1.130
12 C -1.3741 2.0093 0.4951  C13 1.648, C14 1.539, H15 1.064, H16 1.071
13 C -1.2398 1.1333 -0.8948  C12 1.648, H17 1.137, H20 1.064, H21 1.038
14 C -1.4637 1.0323 1.6809  C12 1.539, H18 1.143, H19 1.102, H22 1.057
15 H -0.5182 2.6197 0.6605  C12 1.064
16 H -2.2622 2.6059 0.4544  C12 1.071
17 H -0.3094 0.4843 -0.8217  C13 1.137
18 H -2.5041 0.7054 2.0246  C14 1.143
19 H -0.8390 0.1580 1.4355  C14 1.102
20 H -1.2450 1.8045 -1.7204  C13 1.064
21 H -2.0646 0.5026 -0.9142  C13 1.038
22 H -1.0616 1.3704 2.5985  C14 1.057

Properties
**Multiplicity**: 1
**HOMO level**: -10.46 eV
**SMILES**: CCC.CCC
**Frontier orbital gap**: 0.42868 hartree
**Maximum force**: 4.8 eV/A
**Energy above the lowest of the compared OMol25 structures with the same formula, charge and spin**: 1.6977 eV



(6)
Entry from the Open Molecules 2025 dataset: 2 unconnected molecules or ions with the total composition C6H16 (ωB97M-V/def2-TZVPD).

Bonds (Å) are listed after each position.
Geometry (Å):
1 C -0.6078 -0.8977 0.3838  C2 1.511, C3 1.557, C4 1.519, H5 1.089
2 C -1.0981 -0.5027 -0.9901  C1 1.511, H6 1.080, H7 1.094, H14 1.098
3 C -1.4260 -0.1160 1.4527  C1 1.557, H8 1.092, H9 1.091, H10 1.086
4 C -0.7539 -2.3902 0.6227  C1 1.519, H11 1.092, H12 1.089, H13 1.096
5 H 0.4191 -0.5794 0.5588  C1 1.089
6 H -1.0397 0.5493 -1.2291  C2 1.080
7 H -2.1217 -0.8752 -1.0963  C2 1.094
8 H -1.2010 0.9457 1.3281  C3 1.092
9 H -2.4805 -0.2146 1.1897  C3 1.091
10 H -1.1654 -0.4956 2.4365  C3 1.086
11 H -0.2701 -2.9357 -0.1905  C4 1.092
12 H -0.3939 -2.7301 1.5928  C4 1.089
13 H -1.8220 -2.6358 0.5990  C4 1.096
14 H -0.5582 -1.0205 -1.7931  C2 1.098
15 C 1.1872 1.9832 -1.0632  C16 1.561, H17 1.079, H18 1.089, H19 1.084
16 C 2.3591 1.5102 -0.1462  C15 1.561, H20 1.094, H21 1.085, H22 1.091
17 H 0.2997 1.8214 -0.4717  C15 1.079
18 H 1.2841 3.0570 -1.2164  C15 1.089
19 H 1.3097 1.4666 -2.0077  C15 1.084
20 H 3.2607 2.0414 -0.4647  C16 1.094
21 H 2.2376 1.5397 0.9314  C16 1.085
22 H 2.5810 0.4790 -0.4262  C16 1.091

Properties
**Multiplicity**: 1
**HOMO level**: -11.02 eV
**SMILES**: CC(C)C.CC
**Frontier orbital gap**: 0.44519 hartree
**Maximum force**: 2.3 eV/A
**Energy above the lowest of the compared OMol25 structures with the same formula, charge and spin**: 0.4517 eV



(7)
Entry from the Open Molecules 2025 dataset: 2 unconnected molecules or ions with the total composition C6H16 (ωB97M-V/def2-TZVPD).

Bonds (Å) are listed after each position.
Geometry (Å):
1 C 2.7744 0.4280 0.5544  C2 1.608, H3 1.091, H4 1.090, H5 1.112
2 C 3.0450 1.1882 -0.8366  C1 1.608, H6 1.090, H7 1.011, H8 1.073
3 H 3.5606 0.7650 1.2319  C1 1.091
4 H 1.8998 0.7632 1.1117  C1 1.090
5 H 2.8834 -0.6766 0.4897  C1 1.112
6 H 3.3969 0.3780 -1.4749  C2 1.090
7 H 2.3621 1.7628 -1.3118  C2 1.011
8 H 3.7540 1.9418 -0.5529  C2 1.073
9 C -1.8098 -0.2332 -0.2111  C10 1.511, C11 1.521, C12 1.512, H13 1.190
10 C -2.0382 0.2869 1.1891  C9 1.511, H14 1.100, H21 1.199, H22 1.066
11 C -0.3087 -0.2328 -0.4536  C9 1.521, H15 1.110, H16 1.118, H17 1.122
12 C -2.5578 -1.5391 -0.3566  C9 1.512, H18 1.092, H19 1.089, H20 1.101
13 H -2.3052 0.4937 -1.0122  C9 1.190
14 H -1.5597 -0.4439 1.8579  C10 1.100
15 H 0.3320 0.6650 -0.3301  C11 1.110
16 H 0.2545 -1.0208 0.1055  C11 1.118
17 H -0.1913 -0.3103 -1.5669  C11 1.122
18 H -3.3826 -1.5518 0.3588  C12 1.092
19 H -3.1531 -1.4112 -1.2594  C12 1.089
20 H -2.0460 -2.5139 -0.3468  C12 1.101
21 H -3.1303 -0.0573 1.5451  C10 1.199
22 H -1.7798 1.3182 1.2686  C10 1.066

Properties
**Multiplicity**: 1
**HOMO level**: -10.66 eV
**SMILES**: CC(C)C.CC
**Frontier orbital gap**: 0.43217 hartree
**Maximum force**: 4.6 eV/A
**Energy above the lowest of the compared OMol25 structures with the same formula, charge and spin**: 1.9970 eV



(8)
Entry from the Open Molecules 2025 dataset: 2 unconnected molecules or ions with the total composition C6H16 (ωB97M-V/def2-TZVPD).

Bonds (Å) are listed after each position.
Geometry (Å):
1 C -1.8367 -1.0093 0.4828  C2 1.558, C3 1.546, C4 1.522, H5 1.087
2 C -0.7314 -2.1032 0.3861  C1 1.558, H6 1.095, H7 1.103, H14 1.083
3 C -1.1243 0.3495 0.6694  C1 1.546, H8 1.084, H9 1.093, H10 1.091
4 C -2.5902 -0.9955 -0.8398  C1 1.522, H11 1.093, H12 1.097, H13 1.089
5 H -2.4281 -1.2260 1.3681  C1 1.087
6 H -0.5935 -2.5340 1.3831  C2 1.095
7 H 0.2396 -1.5940 0.2661  C2 1.103
8 H -0.5839 0.4733 -0.2616  C3 1.084
9 H -1.8498 1.1537 0.8186  C3 1.093
10 H -0.4142 0.2961 1.4956  C3 1.091
11 H -2.8232 -2.0026 -1.1948  C4 1.093
12 H -3.4879 -0.3657 -0.8520  C4 1.097
13 H -1.8973 -0.6102 -1.5867  C4 1.089
14 H -0.8191 -2.8035 -0.4355  C2 1.083
15 C 2.9669 2.1458 0.2465  C16 1.560, H17 1.090, H18 1.084, H19 1.086
16 C 2.2697 1.0863 -0.6618  C15 1.560, H20 1.083, H21 1.095, H22 1.088
17 H 4.0408 1.9591 0.2723  C15 1.090
18 H 2.7354 3.1414 -0.1155  C15 1.084
19 H 2.5299 2.1312 1.2408  C15 1.086
20 H 1.4588 0.6009 -0.1340  C16 1.083
21 H 2.9699 0.3058 -0.9761  C16 1.095
22 H 1.9684 1.6011 -1.5716  C16 1.088

Properties
**Multiplicity**: 1
**HOMO level**: -11.10 eV
**SMILES**: CC(C)C.CC
**Frontier orbital gap**: 0.44945 hartree
**Maximum force**: 1.9 eV/A
**Energy above the lowest of the compared OMol25 structures with the same formula, charge and spin**: 0.6270 eV



(9)
Entry from the Open Molecules 2025 dataset: 2 unconnected molecules or ions with the total composition C6H16 (ωB97M-V/def2-TZVPD).

Bonds (Å) are listed after each position.
Geometry (Å):
1 C -2.7488 -0.7939 0.3514  C2 1.472, H3 1.143, H4 1.239, H5 1.088
2 C -2.4287 -1.6134 1.5312  C1 1.472, H6 1.202, H7 1.100, H8 1.141
3 H -2.3053 0.2533 0.2354  C1 1.143
4 H -2.1532 -1.2399 -0.6393  C1 1.239
5 H -3.7971 -0.8521 0.0662  C1 1.088
6 H -1.3058 -1.4140 1.9101  C2 1.202
7 H -3.0178 -1.2208 2.3732  C2 1.100
8 H -2.3737 -2.7316 1.3132  C2 1.141
9 C 1.0134 0.8654 -0.4197  C10 1.463, C11 1.518, C12 1.562, H13 1.175
10 C 1.7917 1.2199 0.7667  C9 1.463, H14 1.108, H15 1.105, H22 1.196
11 C 1.6575 1.2183 -1.7478  C9 1.518, H16 1.099, H17 1.167, H18 0.943
12 C 0.9034 -0.6844 -0.5798  C9 1.562, H19 1.094, H20 1.131, H21 1.128
13 H -0.0757 1.3037 -0.3676  C9 1.175
14 H 2.8968 1.1699 0.7103  C10 1.108
15 H 1.6602 0.4941 1.5896  C10 1.105
16 H 0.8022 1.6050 -2.3200  C11 1.099
17 H 2.5590 1.9512 -1.6427  C11 1.167
18 H 2.0664 0.5294 -2.2450  C11 0.943
19 H 0.3436 -1.0067 0.3029  C12 1.094
20 H 0.2045 -1.1767 -1.3210  C12 1.131
21 H 1.9233 -1.1488 -0.7107  C12 1.128
22 H 1.4412 2.2131 1.3332  C10 1.196

Properties
**Multiplicity**: 1
**HOMO level**: -10.36 eV
**SMILES**: CC(C)C.CC
**Frontier orbital gap**: 0.41865 hartree
**Maximum force**: 8.9 eV/A
**Energy above the lowest of the compared OMol25 structures with the same formula, charge and spin**: 2.7379 eV



(10)
Entry from the Open Molecules 2025 dataset: 2 unconnected molecules or ions with the total composition C6H16 (ωB97M-V/def2-TZVPD).

Bonds (Å) are listed after each position.
Geometry (Å):
1 C 0.7834 1.9849 -1.9628  C2 1.617, C3 1.620, H4 1.007, H5 1.068
2 C -0.7279 2.4961 -1.7007  C1 1.617, H6 1.159, H9 1.059, H10 1.067
3 C 1.3062 1.8861 -0.4324  C1 1.620, H7 1.225, H8 1.096, H11 0.997
4 H 0.7714 1.0615 -2.3655  C1 1.007
5 H 1.6124 2.4688 -2.4319  C1 1.068
6 H -1.2505 2.4638 -2.7345  C2 1.159
7 H 0.9289 3.0074 -0.1153  C3 1.225
8 H 0.9001 0.9708 0.0126  C3 1.096
9 H -0.7276 3.5437 -1.5486  C2 1.059
10 H -1.2699 1.9231 -0.9824  C2 1.067
11 H 2.2992 1.8039 -0.4021  C3 0.997
12 C 0.1784 -1.9621 1.4588  C13 1.522, C14 1.539, H15 1.145, H16 1.058
13 C -1.0719 -1.4983 2.1918  C12 1.522, H17 1.091, H20 1.105, H21 1.125
14 C -0.3277 -2.8594 0.3161  C12 1.539, H18 1.065, H19 1.139, H22 1.214
15 H 0.9076 -1.1026 1.2546  C12 1.145
16 H 0.7642 -2.4946 2.1601  C12 1.058
17 H -1.6253 -2.2333 2.7786  C13 1.091
18 H -0.8986 -3.7578 0.3580  C14 1.065
19 H -0.6459 -2.3529 -0.6527  C14 1.139
20 H -1.7634 -0.8114 1.6712  C13 1.105
21 H -0.7077 -0.8971 3.0703  C13 1.125
22 H 0.5645 -3.6405 0.0567  C14 1.214

Properties
**Multiplicity**: 2
**HOMO level (spin up / spin down)**: -13.43 / -13.37 eV
**Total charge**: +1
**Expectation value of S²**: 0.754
**Frontier orbital gap (spin up / spin down)**: 0.37182 / 0.09870 hartree
**Maximum force**: 5.7 eV/A
**Energy above the lowest of the compared OMol25 structures with the same formula, charge and spin**: 2.9173 eV